# 1
C44H37NOP2PtS | the ωB97M-V functional and the def2-TZVPD basis

Structure (ORCA input):
```
! RIJCOSX wB97M-V def2-TZVPD def2/J DEFGRID3
* xyz 2 1
Pt -0.035 0.045 0.279
O -0.128 0.173 3.395
S 0.122 -0.816 2.369
C 1.712 -1.559 2.640
C 2.044 -1.997 3.918
C 3.277 -2.599 4.111
C 4.165 -2.734 3.050
C 3.857 -2.219 1.800
C 2.633 -1.592 1.599
P 2.270 -0.635 0.106
C 3.277 -1.235 -1.257
C 4.546 -0.726 -1.522
C 5.307 -1.292 -2.532
C 4.813 -2.357 -3.272
C 3.549 -2.868 -3.010
C 2.781 -2.308 -2.004
C 2.987 1.007 0.494
C 3.052 1.940 -0.543
C 3.563 3.203 -0.309
C 4.002 3.554 0.964
C 3.927 2.634 1.995
C 3.427 1.357 1.761
C -1.100 -2.111 2.499
C -1.002 -3.225 3.317
C -2.072 -4.107 3.366
C -3.214 -3.871 2.615
C -3.304 -2.750 1.802
C -2.248 -1.849 1.758
P -2.275 -0.367 0.700
C -3.107 0.961 1.568
C -3.427 2.122 0.862
C -4.045 3.171 1.514
C -4.341 3.073 2.868
C -4.028 1.919 3.571
C -3.414 0.858 2.923
C -3.291 -0.867 -0.700
C -4.629 -0.496 -0.802
C -5.408 -1.004 -1.830
C -4.862 -1.889 -2.745
C -3.531 -2.275 -2.637
C -2.746 -1.764 -1.618
H 1.353 -1.863 4.739
H 3.545 -2.969 5.090
H 5.122 -3.210 3.208
H 4.582 -2.267 0.998
H 4.943 0.101 -0.949
H 6.292 -0.899 -2.741
H 5.418 -2.792 -4.055
H 3.165 -3.698 -3.587
H 1.793 -2.706 -1.798
H 2.718 1.674 -1.541
H 3.625 3.916 -1.120
H 4.413 4.537 1.143
H 4.267 2.898 2.986
H 3.388 0.652 2.582
H -0.102 -3.431 3.878
H -2.004 -4.992 3.982
H -4.039 -4.568 2.655
H -4.193 -2.580 1.209
H -3.215 2.198 -0.199
H -4.308 4.067 0.968
H -4.821 3.899 3.373
H -4.266 1.840 4.622
H -3.172 -0.038 3.480
H -5.066 0.183 -0.081
H -6.446 -0.712 -1.911
H -5.476 -2.286 -3.541
H -3.111 -2.978 -3.344
H -1.712 -2.071 -1.520
C -0.383 4.249 -0.899
C -0.400 3.466 -2.169
C -0.469 4.098 -3.392
C -0.436 3.342 -4.557
C -0.320 1.951 -4.548
C -0.262 1.260 -3.364
C -0.146 -0.225 -3.356
C -0.318 2.009 -2.135
N -0.261 1.501 -0.939
H -0.524 5.308 -1.104
H 0.574 4.108 -0.392
H -1.146 3.905 -0.204
H -0.541 5.175 -3.453
H -0.488 3.847 -5.512
H -0.274 1.420 -5.488
H 0.373 -0.570 -4.248
H -1.146 -0.659 -3.366
H 0.367 -0.596 -2.462
*
```

- Orbital gap (spin up / spin down): 6.0 / 6.0 eV
- LUMO energy (spin up / spin down): -7.25 / -7.25 eV
- Relative energy (zero: lowest compared OMol25 entry of this formula, charge and spin): 25.14 kJ/mol
- HOMO (spin up / spin down): -13.30 / -13.30 eV


# 2
C4H8N3 | the ωB97M-V functional and the def2-TZVPD basis

Structure (ORCA input):
```
! RIJCOSX wB97M-V def2-TZVPD def2/J DEFGRID3
* xyz 1 1
C -0.753 -1.934 0.870
C -0.617 -1.344 -0.323
C 0.715 -0.293 1.139
C 0.784 0.503 -1.230
N 0.057 -1.287 1.768
N 0.298 -0.292 -0.126
N -0.160 2.242 -0.856
H -1.340 -2.715 1.134
H -1.076 -1.624 -1.192
H 1.465 0.455 1.519
H 1.887 0.848 -1.273
H 0.346 0.103 -2.177
H 0.183 -1.610 2.714
H 0.135 2.575 0.068
H -1.143 2.046 -0.771
*
```

- Orbital gap: 9.3 eV
- LUMO energy: -4.06 eV
- Relative energy (zero: lowest compared OMol25 entry of this formula, charge and spin): 363.20 kJ/mol
- HOMO: -13.38 eV


# 3
C15H13N5O4 | the ωB97M-V functional and the def2-TZVPD basis

Structure (ORCA input):
```
! RIJCOSX wB97M-V def2-TZVPD def2/J DEFGRID3
* xyz 0 1
O -0.841 -3.255 0.643
C -0.103 -2.308 0.508
C 1.419 -2.450 0.539
C 2.066 -2.052 -0.802
N 3.102 -1.065 -0.628
C 4.444 -1.201 -0.839
N 5.123 -0.126 -0.577
C 4.204 0.791 -0.160
C 4.358 2.157 0.268
O 5.334 2.854 0.368
N 3.084 2.688 0.614
C 1.908 2.033 0.557
N 1.766 0.809 0.169
C 2.933 0.210 -0.187
N -0.488 -1.019 0.306
C -1.777 -0.510 0.182
C -1.901 0.852 -0.109
C -3.144 1.430 -0.244
C -4.293 0.656 -0.091
C -5.642 1.232 -0.225
O -6.672 0.615 -0.108
O -5.638 2.551 -0.496
C -4.167 -0.703 0.195
C -2.926 -1.286 0.331
H 1.807 -1.813 1.337
H 1.650 -3.485 0.788
H 1.309 -1.640 -1.477
H 2.516 -2.921 -1.285
H 4.877 -2.115 -1.193
H 3.106 3.651 0.930
H 1.023 2.572 0.865
H 0.257 -0.317 0.236
H -1.007 1.446 -0.234
H -3.237 2.481 -0.470
H -6.552 2.865 -0.572
H -5.066 -1.291 0.309
H -2.834 -2.337 0.552
*
```

- SMILES: O=C(CCn1cnc2c(=O)[nH]cnc21)Nc1ccc(C(=O)O)cc1
- Orbital gap: 9.1 eV
- LUMO energy: 0.26 eV
- Relative energy (zero: lowest compared OMol25 entry of this formula, charge and spin): 0.00 kJ/mol
- HOMO: -8.84 eV


# 4
C69H65F4N9 | the ωB97M-V functional and the def2-TZVPD basis

Structure (ORCA input):
```
! RIJCOSX wB97M-V def2-TZVPD def2/J DEFGRID3
* xyz 0 1
N 3.213 -8.122 -2.479
C 3.708 -8.917 -3.485
C 2.929 -9.821 -4.203
C 1.573 -9.970 -3.893
C 1.055 -9.089 -2.961
C 1.839 -8.153 -2.314
H 4.777 -8.891 -3.636
H 3.421 -10.480 -4.903
H 0.930 -10.697 -4.366
H 0.005 -9.146 -2.717
H 1.432 -7.410 -1.643
N -5.193 5.445 -6.562
C -6.083 5.437 -7.574
C -6.750 4.286 -8.004
C -6.522 3.125 -7.265
C -5.618 3.108 -6.229
C -4.971 4.298 -5.940
H -6.239 6.336 -8.151
H -7.401 4.255 -8.865
H -6.998 2.194 -7.537
H -5.435 2.218 -5.645
H -4.405 4.294 -5.021
N -5.578 9.607 3.010
C -5.197 10.097 4.216
C -3.955 9.755 4.795
C -3.019 8.952 4.130
C -3.403 8.554 2.854
C -4.675 8.848 2.337
H -6.004 10.645 4.680
H -3.699 10.040 5.804
H -2.092 8.648 4.594
H -2.726 8.008 2.213
H -4.915 8.485 1.349
N -0.564 4.620 9.283
C 0.679 4.045 9.564
C 1.222 3.040 8.819
C 0.596 2.652 7.578
C -0.709 3.199 7.363
C -1.197 4.179 8.176
H 1.242 4.468 10.382
H 2.223 2.682 9.010
H 1.089 1.992 6.880
H -1.254 2.914 6.475
H -2.198 4.548 8.012
N -6.418 -7.789 -3.507
C -5.894 -6.613 -3.155
C -5.388 -6.317 -1.853
C -5.453 -7.354 -0.942
C -5.848 -8.647 -1.316
C -6.307 -8.815 -2.596
H -5.930 -5.821 -3.888
H -4.940 -5.373 -1.580
H -4.972 -7.186 0.010
H -5.801 -9.488 -0.640
H -6.717 -9.783 -2.845
N 5.184 6.159 0.881
C 4.534 6.524 2.012
C 4.712 5.888 3.204
C 5.639 4.887 3.294
C 6.439 4.539 2.195
C 6.133 5.202 0.988
H 3.848 7.341 1.843
H 4.074 6.044 4.061
H 5.739 4.348 4.225
H 7.198 3.784 2.339
H 6.715 4.964 0.110
N -8.042 3.093 6.037
C -8.224 1.788 6.192
C -7.905 0.876 5.229
C -7.166 1.252 4.124
C -6.976 2.612 3.914
C -7.433 3.525 4.876
H -8.672 1.482 7.127
H -8.237 -0.149 5.287
H -6.959 0.506 3.372
H -6.407 3.015 3.089
H -7.424 4.584 4.664
N 7.222 -2.674 5.587
C 8.201 -3.529 5.095
C 7.918 -4.586 4.232
C 6.607 -4.711 3.819
C 5.566 -3.901 4.302
C 5.913 -2.850 5.122
H 9.162 -3.363 5.559
H 8.674 -5.244 3.830
H 6.443 -5.434 3.034
H 4.586 -3.955 3.853
H 5.083 -2.409 5.654
N 1.636 5.507 -7.611
C 1.683 4.214 -7.181
C 1.818 3.845 -5.889
C 2.014 4.853 -4.885
C 1.913 6.187 -5.273
C 1.721 6.445 -6.594
H 1.550 3.467 -7.950
H 2.072 2.820 -5.666
H 2.066 4.600 -3.837
H 1.927 6.911 -4.472
H 1.575 7.468 -6.907
F -1.312 -2.250 -6.621
C -0.448 -2.574 -7.587
C 0.451 -3.626 -7.478
C 1.300 -3.841 -8.525
C 1.234 -3.022 -9.636
C 0.207 -2.121 -9.806
C -0.634 -1.834 -8.734
H 0.398 -4.224 -6.580
H 2.095 -4.561 -8.399
H 1.851 -3.157 -10.512
H 0.051 -1.602 -10.741
H -1.376 -1.056 -8.828
F 6.401 -0.802 -5.936
C 6.748 -0.945 -4.643
C 6.225 -1.965 -3.843
C 6.794 -2.169 -2.614
C 7.764 -1.304 -2.121
C 8.325 -0.274 -2.887
C 7.870 -0.196 -4.197
H 5.389 -2.529 -4.229
H 6.368 -2.925 -1.972
H 8.155 -1.476 -1.129
H 9.137 0.310 -2.481
H 8.353 0.443 -4.922
F -2.167 2.490 -0.099
C -1.269 1.491 0.103
C -1.482 0.204 -0.350
C -0.392 -0.706 -0.322
C 0.831 -0.372 0.259
C 1.018 0.952 0.727
C -0.060 1.854 0.625
H -2.394 -0.053 -0.867
H -0.540 -1.694 -0.732
H 1.622 -1.107 0.279
H 1.981 1.214 1.138
H 0.035 2.886 0.929
F -1.158 -5.288 4.340
C -1.037 -4.951 5.644
C -0.195 -5.657 6.540
C -0.040 -5.356 7.881
C -0.991 -4.432 8.404
C -1.812 -3.734 7.547
C -1.949 -4.051 6.196
H 0.394 -6.350 5.957
H 0.696 -5.852 8.496
H -0.862 -4.141 9.436
H -2.490 -3.064 8.054
H -2.672 -3.597 5.536
*
```

- Orbital gap: 9.2 eV
- LUMO energy: -0.09 eV
- HOMO: -9.24 eV


# 5
C3H7N3OS | the ωB97M-V functional and the def2-TZVPD basis

Structure (ORCA input):
```
! RIJCOSX wB97M-V def2-TZVPD def2/J DEFGRID3
* xyz 0 1
C -1.078 2.145 -0.736
C 0.733 0.848 0.282
C 0.231 -2.067 0.439
H -0.305 3.332 -0.565
H -1.537 2.465 -2.012
H -1.972 2.003 0.263
H -1.099 0.034 -0.337
H 1.357 2.737 0.556
H 1.769 -4.093 0.473
H 0.063 -4.141 -0.375
N -0.322 0.803 -0.643
N 1.444 1.782 0.892
N 0.361 -3.208 0.881
O -0.984 -1.813 0.021
S 1.338 -0.826 0.861
*
```

- Orbital gap: 7.4 eV
- LUMO energy: -2.00 eV
- Relative energy (zero: lowest compared OMol25 entry of this formula, charge and spin): 1114.53 kJ/mol
- HOMO: -9.41 eV


# 6
C28H50N2O9 | the ωB97M-V functional and the def2-TZVPD basis

Structure (ORCA input):
```
! RIJCOSX wB97M-V def2-TZVPD def2/J DEFGRID3
* xyz 0 1
C -5.039 -3.115 -1.083
C -5.184 -2.665 0.362
O -5.395 -1.254 0.409
C -4.434 -0.490 0.919
O -3.441 -0.913 1.457
C -4.793 0.985 0.827
C -6.023 1.228 1.706
C -5.068 1.407 -0.625
C -3.793 1.753 -1.409
C -4.116 1.962 -2.890
C -2.827 0.584 -1.274
O -3.184 -0.543 -1.584
N -1.582 0.806 -0.804
C -0.970 2.088 -0.534
C -1.348 2.693 0.843
O -1.434 1.750 1.877
C -0.200 1.349 2.452
C -0.337 -0.095 2.972
O 0.527 -1.029 2.365
C 1.900 -0.835 2.639
C 2.692 -2.090 2.257
N 2.906 -2.258 0.828
C 3.790 -1.414 0.247
O 4.400 -0.595 0.919
C 4.062 -1.563 -1.244
C 5.216 -2.557 -1.415
C 4.444 -0.211 -1.852
C 3.277 0.786 -1.823
C 3.422 1.841 -2.924
C 3.200 1.499 -0.487
O 2.207 1.513 0.206
O 4.304 2.177 -0.222
C 4.410 2.858 1.028
C 5.545 2.256 1.841
C 2.153 -3.289 0.147
C 0.758 -2.827 -0.281
O 0.886 -1.872 -1.318
C -0.318 -1.196 -1.621
C -0.826 -0.375 -0.425
H -4.247 -2.538 -1.554
H -5.965 -2.945 -1.626
H -4.793 -4.173 -1.118
H -6.055 -3.127 0.840
H -4.282 -2.901 0.936
H -3.943 1.537 1.237
H -6.262 2.289 1.732
H -5.834 0.894 2.724
H -6.878 0.683 1.312
H -5.722 2.283 -0.626
H -5.587 0.594 -1.132
H -3.367 2.668 -1.000
H -4.466 1.027 -3.322
H -4.890 2.717 -3.009
H -3.229 2.282 -3.434
H 0.111 1.938 -0.567
H -1.232 2.809 -1.314
H -2.341 3.149 0.798
H -0.621 3.483 1.084
H 0.603 1.403 1.715
H 0.043 2.037 3.276
H -0.190 -0.118 4.061
H -1.347 -0.439 2.735
H 2.038 -0.651 3.715
H 2.299 0.021 2.086
H 3.676 -2.011 2.731
H 2.169 -2.968 2.638
H 3.167 -1.921 -1.753
H 6.105 -2.177 -0.917
H 5.442 -2.695 -2.470
H 4.973 -3.526 -0.984
H 4.742 -0.373 -2.890
H 5.293 0.209 -1.311
H 2.336 0.244 -1.955
H 4.364 2.371 -2.813
H 2.608 2.562 -2.874
H 3.399 1.363 -3.901
H 4.598 3.912 0.798
H 3.458 2.766 1.561
H 5.578 2.717 2.825
H 6.495 2.417 1.338
H 5.379 1.187 1.943
H 2.036 -4.133 0.834
H 2.704 -3.639 -0.725
H 0.252 -2.396 0.587
H 0.180 -3.692 -0.642
H -1.085 -1.905 -1.957
H -0.070 -0.529 -2.452
H 0.045 -0.063 0.146
H -1.471 -0.989 0.208
*
```

- SMILES: CCOC(=O)[C@H](C)C[C@H](C)C(=O)N1CCOCCOCCN(C(=O)[C@H](C)C[C@H](C)C(=O)OCC)CCOCC1
- Orbital gap: 9.5 eV
- LUMO energy: 0.76 eV
- Relative energy (zero: lowest compared OMol25 entry of this formula, charge and spin): 15.58 kJ/mol
- HOMO: -8.69 eV


# 7
C19H18N2O3 | the ωB97M-V functional and the def2-TZVPD basis

Structure (ORCA input):
```
! RIJCOSX wB97M-V def2-TZVPD def2/J DEFGRID3
* xyz 0 1
C 3.154 -2.539 1.829
C 2.151 -1.424 1.712
O 2.096 -0.495 2.491
C 1.227 -1.535 0.583
C 1.098 -2.504 -0.349
O 1.759 -3.644 -0.540
C -0.007 -2.152 -1.283
O -0.358 -2.835 -2.229
N -0.500 -0.976 -0.860
C -1.546 -0.233 -1.522
C -2.617 0.158 -0.542
C -2.774 1.472 -0.121
C -3.750 1.766 0.817
C -4.528 0.727 1.304
N -4.384 -0.528 0.914
C -3.456 -0.802 0.017
C 0.203 -0.459 0.297
C 0.842 0.880 0.014
C 0.613 1.967 0.842
C 1.199 3.189 0.565
C 2.019 3.353 -0.544
C 2.667 4.673 -0.828
C 2.243 2.258 -1.370
C 1.665 1.034 -1.094
H 3.757 -2.586 0.925
H 3.792 -2.374 2.693
H 2.635 -3.490 1.925
H 1.358 -4.076 -1.318
H -1.944 -0.889 -2.302
H -1.120 0.664 -1.989
H -2.138 2.250 -0.521
H -3.899 2.777 1.164
H -5.301 0.901 2.040
H -3.372 -1.842 -0.273
H -0.485 -0.354 1.146
H -0.017 1.855 1.712
H 1.016 4.028 1.221
H 3.619 4.738 -0.299
H 2.040 5.495 -0.490
H 2.864 4.790 -1.891
H 2.879 2.365 -2.237
H 1.850 0.190 -1.744
*
```

- SMILES: CC(=O)C1=C(O)C(=O)N(Cc2cccnc2)[C@@H]1c1ccc(C)cc1
- Orbital gap: 9.1 eV
- LUMO energy: 0.06 eV
- Relative energy (zero: lowest compared OMol25 entry of this formula, charge and spin): 134.27 kJ/mol
- HOMO: -9.00 eV


# 8
C2H4Cl2N2O | the ωB97M-V functional and the def2-TZVPD basis

Structure (ORCA input):
```
! RIJCOSX wB97M-V def2-TZVPD def2/J DEFGRID3
* xyz 0 1
C 0.544 -0.551 0.636
C -1.753 0.768 -0.846
N 1.866 -0.962 0.890
N 0.397 0.214 -0.463
O -0.318 -0.772 1.446
Cl -2.288 -0.080 -2.129
Cl -1.568 2.408 -1.094
H -2.045 0.347 0.144
H 2.418 -0.109 0.963
H 1.884 -1.515 1.743
H 0.864 0.251 -1.290
*
```

- Orbital gap: 8.5 eV
- LUMO energy: -0.86 eV
- Relative energy (zero: lowest compared OMol25 entry of this formula, charge and spin): 226.32 kJ/mol
- HOMO: -9.40 eV